Computed, not measured: a 2-piece molecular cluster, C3H9NO overall at a distorted geometry, with ωB97M-V/def2-TZVPD.

Each line ends with the Mulliken charge.
Geometry (Å):
O 1.89 1.39 -2.11  -0.404
C 0.74 1.07 -2.08  0.037
H -0.07 1.69 -2.53  0.231
H 0.42 0.18 -1.50  0.121
C -0.11 -1.10 2.23  -0.872
N -0.49 -0.25 1.11  -0.209
C -1.63 -0.83 0.43  -0.844
H -0.85 -1.10 3.02  0.300
H 0.84 -0.77 2.68  0.290
H 0.08 -2.07 1.75  0.301
H -0.55 0.75 1.19  0.198
H -2.50 -0.39 0.92  0.322
H -1.68 -0.69 -0.67  0.240
H -1.68 -1.92 0.68  0.289

Gap between HOMO and LUMO = 0.352 hartree
Multiplicity = 1
Energy relative to the best compared isomer or geometry (same formula, charge and spin) = 2.3060 eV
SMILES = C=O.CNC


Computed, not measured: C11H14F4IrN2O3S4Sb as an isolated structure at a distorted geometry, with ωB97M-V/def2-TZVPD.

Each line ends with the Löwdin spin population.
Geometry (Å):
Ir 1.01 0.60 -0.78  2.523
C -2.99 1.99 -0.74  0.003
N -0.29 2.35 -0.14  0.157
C -1.92 4.50 -0.49  0.012
C -0.41 2.41 1.30  0.014
C -0.43 1.00 1.92  0.024
N 0.63 0.21 1.34  0.247
C 0.94 -0.98 1.85  0.010
C 1.99 -1.72 1.25  0.055
F 2.62 -1.15 0.18  0.068
C 2.34 -2.99 1.63  -0.005
F 3.31 -3.64 0.95  -0.006
C 1.73 -3.62 2.71  0.065
C 0.72 -2.92 3.35  -0.005
F 0.09 -3.50 4.38  -0.006
C 0.33 -1.65 2.95  0.051
F -0.70 -1.08 3.62  0.014
H -3.77 2.42 -1.36  0.000
H -3.23 2.09 0.31  0.000
H -2.86 0.95 -1.01  0.000
H -2.58 4.44 0.37  0.000
H -2.41 5.03 -1.30  0.001
H -1.00 5.02 -0.21  0.000
H -1.31 2.94 1.62  0.003
H 0.46 2.95 1.68  0.000
H -1.39 0.52 1.70  0.009
H -0.32 1.09 3.00  0.003
H 2.01 -4.61 3.01  0.004
S -1.81 1.37 -4.10  0.063
Sb 0.12 0.21 -4.53  0.052
S -1.42 2.85 -1.14  0.019
S 1.64 1.25 -2.90  0.476
C 2.03 -2.32 -2.73  0.008
S 0.28 -2.28 -2.36  0.013
O -0.18 -3.62 -2.16  0.012
O -0.35 -1.68 -3.57  0.000
O 0.04 -1.41 -1.21  0.105
H 2.12 -2.70 -3.74  0.000
H 2.52 -3.00 -2.03  0.000
H 2.45 -1.33 -2.64  0.012

Gap between HOMO and LUMO (alpha / beta) = 0.291 / 0.189 hartree
Multiplicity = 5
Energy relative to the best compared isomer or geometry (same formula, charge and spin) = 1.3776 eV


Computed, not measured: CH3I2NS2 as an isolated structure at a distorted geometry, with ωB97M-V/def2-TZVPD.

Each line ends with the Mulliken charge.
Geometry (Å):
C 0.19 0.19 -0.12  -0.678
N 1.46 0.20 -0.73  -0.136
S 2.42 2.14 0.46  -0.213
S 2.48 -0.72 -1.42  0.004
I 4.51 1.28 -0.02  0.174
I 2.79 -2.55 0.15  -0.019
H -0.37 1.27 -0.22  0.222
H -0.51 -0.68 -0.60  0.267
H 0.36 -0.10 0.91  0.379

Gap between HOMO and LUMO (alpha / beta) = 0.251 / 0.250 hartree
Multiplicity = 1
Energy relative to the best compared isomer or geometry (same formula, charge and spin) = 1.9226 eV


Computed, not measured: an isolated ion of composition C21H24N2O2 and charge +2 at a distorted geometry, with ωB97M-V/def2-TZVPD.

Each line ends with the Mulliken charge.
Geometry (Å):
C -3.87 -4.41 -1.09  -0.997
C -3.91 -3.54 -2.48  0.538
C -3.53 -4.37 -3.88  -0.497
C -3.49 -3.63 -5.36  -0.413
C -3.89 -2.03 -5.39  -0.350
C -4.27 -1.16 -4.04  -0.421
C -4.26 -1.92 -2.57  0.267
C -4.58 -1.15 -1.16  -0.757
N -3.31 -0.46 -0.62  0.274
C -1.90 -0.99 -0.87  0.056
C -0.52 -0.23 -0.33  -0.563
C -0.67 1.15 0.58  0.240
C 0.71 1.86 1.12  0.278
C 1.24 1.86 2.68  -0.428
C 2.69 2.62 3.05  -0.107
N 3.56 3.32 2.03  0.410
O 4.74 3.92 2.27  -0.272
C 5.61 3.13 3.15  -0.537
C 6.01 1.65 2.57  0.272
C 5.29 0.46 3.49  -1.014
O 5.83 1.46 1.13  -0.505
C 3.08 3.34 0.56  -0.228
C 1.71 2.63 0.03  -0.420
C -2.20 1.69 0.84  -0.514
C -3.49 0.84 0.19  -0.076
H -4.71 -3.99 -0.38  0.271
H -4.12 -5.55 -1.30  0.381
H -2.81 -4.40 -0.56  0.212
H -3.28 -5.53 -3.87  0.271
H -3.18 -4.24 -6.32  0.330
H -3.87 -1.48 -6.43  0.307
H -4.57 -0.02 -4.03  0.284
H -5.38 -0.30 -1.39  0.497
H -5.03 -1.82 -0.32  0.206
H -1.69 -1.99 -1.49  0.364
H 0.55 -0.68 -0.60  0.341
H 0.59 1.30 3.47  0.377
H 3.03 2.57 4.19  0.335
H 5.21 3.04 4.27  0.258
H 6.64 3.74 3.24  0.325
H 7.18 1.51 2.78  0.340
H 4.19 0.24 3.12  0.257
H 5.92 -0.53 3.55  0.328
H 5.23 0.88 4.61  0.275
H 5.24 0.64 1.06  0.356
H 3.75 3.90 -0.24  0.374
H 1.47 2.68 -1.13  0.358
H -2.37 2.67 1.48  0.344
H -4.57 1.30 0.39  0.371

Net charge = +2
Gap between HOMO and LUMO = 0.189 hartree
Multiplicity = 1


Computed, not measured: C16H25NO4SiV as an isolated structure at a distorted geometry, with ωB97M-V/def2-TZVPD.

Each line ends with the Löwdin spin population.
Geometry (Å):
V -0.31 -1.47 -1.07  0.919
O -4.24 -0.98 -0.34  0.019
C -3.02 -1.00 -0.84  0.044
O -2.08 -1.65 -0.25  0.019
C -2.71 -0.35 -2.04  0.006
C -3.53 0.21 -3.05  0.012
C -2.97 0.50 -4.25  -0.009
C -1.59 0.19 -4.52  0.015
C -0.84 -0.32 -3.54  -0.005
N -1.37 -0.55 -2.29  0.015
C 0.60 -0.81 -3.59  0.004
O 1.31 -0.63 -4.53  -0.003
O 0.93 -1.46 -2.45  0.024
H -4.23 -1.49 0.48  0.001
H -4.57 0.40 -2.85  0.001
H -3.58 0.93 -5.04  -0.001
H -1.15 0.35 -5.49  0.001
C 2.21 -1.78 1.14  -0.010
Si 0.92 -0.44 0.83  -0.035
C -0.11 -0.33 2.45  -0.003
C -0.71 -1.73 2.67  0.002
C 0.69 0.01 3.71  -0.001
C -1.26 0.68 2.30  0.000
C 1.89 1.14 0.33  -0.007
C 2.84 1.66 1.42  -0.002
C 2.76 0.78 -0.88  -0.001
C 0.93 2.26 -0.08  -0.001
H 2.86 -1.49 1.98  -0.002
H 2.85 -1.93 0.27  0.000
H 1.76 -2.74 1.40  0.000
H 0.07 -2.46 2.90  0.000
H -1.28 -2.10 1.81  0.002
H -1.39 -1.70 3.54  0.000
H 1.55 -0.66 3.84  0.000
H 0.05 -0.10 4.59  0.000
H 1.06 1.04 3.71  0.000
H -1.83 0.52 1.38  0.000
H -0.89 1.71 2.29  0.000
H -1.96 0.59 3.15  0.000
H 3.52 0.89 1.78  0.000
H 2.31 2.07 2.27  0.000
H 3.45 2.47 1.00  -0.001
H 3.52 0.03 -0.64  0.000
H 3.30 1.68 -1.22  0.000
H 2.19 0.41 -1.73  0.000
H 0.37 2.65 0.77  0.000
H 0.20 1.92 -0.83  -0.001
H 1.49 3.09 -0.52  0.000

Gap between HOMO and LUMO (alpha / beta) = 0.219 / 0.215 hartree
Multiplicity = 2


Computed, not measured: C23H26N4O8OsSSb2 as an isolated structure at a distorted geometry, with ωB97M-V/def2-TZVPD.

Each line ends with the Löwdin spin population.
Geometry (Å):
Os -0.98 -2.41 0.74  0.533
C 2.23 1.87 2.00  0.016
Sb 0.36 0.87 1.88  0.054
C 0.09 0.31 3.93  0.013
C -1.05 2.52 1.89  0.003
C -0.50 3.74 1.23  0.000
C 0.10 4.74 1.98  0.000
C 0.66 5.86 1.39  0.000
C 0.63 5.98 0.00  0.000
C 0.02 5.00 -0.76  0.000
C -0.56 3.88 -0.17  0.000
C -1.15 2.81 -1.04  -0.005
Sb 0.34 1.29 -1.39  -0.009
C -0.95 -0.08 -2.40  0.001
C 1.32 2.16 -3.06  0.000
H 2.05 2.90 2.29  0.002
H 2.72 1.83 1.03  0.000
H 2.85 1.37 2.74  0.000
H 0.30 1.20 4.52  0.002
H 0.78 -0.49 4.19  0.000
H -0.93 -0.03 4.08  0.000
H -1.24 2.69 2.95  0.000
H -1.95 2.16 1.42  0.000
H 0.11 4.65 3.06  0.000
H 1.11 6.63 1.99  0.000
H 1.07 6.84 -0.48  0.000
H -0.02 5.11 -1.84  0.000
H -1.45 3.21 -2.01  0.000
H -1.99 2.28 -0.59  0.000
H -1.19 0.32 -3.39  0.000
H -1.85 -0.19 -1.81  0.000
H -0.47 -1.05 -2.50  0.000
H 0.56 2.60 -3.70  0.000
H 1.86 1.37 -3.59  0.000
H 2.04 2.91 -2.73  0.000
O -2.22 -3.04 -0.63  0.068
N -3.48 -2.55 -0.73  -0.003
C -4.35 -3.24 -1.50  0.000
C -5.62 -2.78 -1.64  -0.001
C -6.00 -1.60 -0.99  0.002
C -5.09 -0.91 -0.22  0.000
C -3.79 -1.41 -0.07  0.003
S -2.54 -0.72 0.90  0.015
H -3.94 -4.12 -1.96  0.000
H -6.32 -3.34 -2.25  0.000
H -7.01 -1.23 -1.08  0.000
H -5.35 0.00 0.29  0.000
O 5.75 -5.21 -0.95  0.000
N 4.79 -5.42 -0.25  0.000
O 4.59 -6.42 0.41  0.000
C 3.76 -4.36 -0.17  0.002
C 2.67 -4.55 0.65  0.003
C 1.77 -3.52 0.68  0.005
C 1.79 -2.37 -0.11  0.001
O 0.70 -1.63 -0.16  -0.002
C 2.98 -2.21 -0.85  0.001
C 3.93 -3.21 -0.91  0.002
N 3.24 -0.99 -1.60  0.002
O 2.92 0.06 -1.07  -0.005
O 3.79 -1.09 -2.68  0.007
N 0.57 -3.50 1.43  0.063
O 0.35 -2.45 2.29  0.042
O -0.15 -4.52 1.63  0.184
H 2.55 -5.44 1.25  0.000
H 4.80 -3.09 -1.55  0.000

Net charge = +1
Gap between HOMO and LUMO (alpha / beta) = 0.131 / 0.144 hartree
Multiplicity = 2
Energy relative to the best compared isomer or geometry (same formula, charge and spin) = 5.7551 eV


Computed, not measured: C33H40CrN2O7S3 as an isolated structure at a distorted geometry, with ωB97M-V/def2-TZVPD.

Each line ends with the Löwdin spin population.
Geometry (Å):
Cr -0.71 0.36 0.18  3.093
C -1.07 -2.78 3.86  0.000
C -0.23 -1.64 3.33  0.000
N 0.41 -1.95 2.26  0.001
N 1.29 -1.21 1.53  -0.014
C 2.04 0.07 1.60  -0.001
S 2.10 1.36 2.77  0.001
S 3.85 -0.29 1.59  -0.006
C 4.18 -1.67 0.38  -0.001
C 4.16 -3.00 1.06  0.000
C 3.17 -3.93 0.79  -0.001
C 3.14 -5.14 1.47  0.000
C 4.08 -5.43 2.44  0.000
C 5.07 -4.49 2.73  0.000
C 5.11 -3.29 2.04  0.000
C -0.39 -0.36 4.04  0.008
C -0.36 -0.30 5.43  0.000
C -0.70 0.84 6.13  0.008
C -1.10 1.97 5.41  0.000
C -1.13 1.95 4.04  0.005
C -0.77 0.80 3.30  0.004
O -0.83 0.82 2.01  0.042
H -0.91 -3.67 3.26  0.000
H -2.13 -2.50 3.80  0.000
H -0.84 -2.99 4.90  0.000
H 5.17 -1.43 -0.02  0.000
H 3.42 -1.59 -0.40  0.000
H 2.42 -3.70 0.06  0.000
H 2.36 -5.86 1.25  0.000
H 4.04 -6.36 2.99  0.000
H 5.79 -4.69 3.51  0.000
H 5.88 -2.56 2.26  0.000
H -0.03 -1.18 5.98  0.000
H -0.66 0.86 7.21  0.001
H -1.38 2.87 5.94  0.000
H -1.41 2.83 3.47  0.000
C -1.54 -0.05 -6.73  0.001
O -2.43 -0.98 -6.16  0.036
C -2.48 -1.02 -4.78  0.098
C -3.45 -1.85 -4.23  0.003
C -3.59 -1.90 -2.86  0.110
C -2.82 -1.11 -1.98  0.027
C -3.06 -1.10 -0.59  0.329
C -3.91 -2.16 0.06  0.044
O -2.58 -0.18 0.22  0.152
C -1.76 -0.31 -2.56  0.068
O -0.89 0.36 -1.83  0.069
C -1.64 -0.28 -3.96  -0.002
H -1.75 -0.05 -7.80  0.000
H -0.49 -0.32 -6.55  0.001
H -1.70 0.96 -6.33  0.000
H -4.08 -2.44 -4.88  -0.004
H -4.35 -2.55 -2.44  0.011
H -4.98 -1.95 -0.05  0.016
H -3.67 -2.17 1.13  0.001
H -3.72 -3.15 -0.35  0.010
H -0.84 0.33 -4.36  -0.002
C 2.57 4.72 -0.77  0.000
C 2.00 5.14 -2.12  0.000
C 0.49 4.93 -2.19  0.001
S 0.10 3.11 -2.35  0.003
O 0.34 2.95 -3.81  0.001
C -1.73 3.35 -2.18  0.001
C -2.22 3.14 -0.75  0.009
C -1.75 4.22 0.22  0.001
H 3.65 4.92 -0.73  0.000
H 2.41 3.66 -0.58  0.000
H 2.10 5.29 0.03  0.000
H 2.46 4.55 -2.92  0.000
H 2.23 6.19 -2.32  0.000
H 0.09 5.38 -3.10  0.000
H 0.00 5.35 -1.32  0.000
H -2.17 2.61 -2.85  0.000
H -1.95 4.36 -2.55  0.000
H -1.88 2.17 -0.36  0.006
H -3.31 3.10 -0.75  0.001
H -0.67 4.20 0.35  0.000
H -2.18 4.03 1.21  0.000
H -2.06 5.22 -0.10  0.000
C 0.29 -2.63 -1.22  0.000
O 1.27 -1.68 -0.83  -0.025
C 0.85 -0.84 0.19  -0.097
O 1.58 0.38 0.23  -0.011
H 0.78 -3.28 -1.94  0.000
H -0.56 -2.15 -1.69  0.002
H -0.05 -3.21 -0.36  0.000

Net charge = -2
Gap between HOMO and LUMO (alpha / beta) = 0.153 / 0.198 hartree
Multiplicity = 5
Energy relative to the best compared isomer or geometry (same formula, charge and spin) = 4.1500 eV


Computed, not measured: C16H14HgNOS as an isolated structure at a distorted geometry, with ωB97M-V/def2-TZVPD.

Each line ends with the Löwdin spin population.
Geometry (Å):
Hg -0.23 -0.33 0.15  0.001
S 3.66 2.73 -0.82  0.090
C 2.79 2.84 -2.33  0.022
C 3.12 3.52 -3.48  0.012
C 2.26 3.47 -4.59  0.068
C 1.07 2.74 -4.49  0.002
C 0.73 2.05 -3.33  0.054
C 1.59 2.08 -2.21  0.016
N 1.38 1.45 -1.04  0.103
C 2.38 1.68 -0.15  0.247
C 2.47 1.15 1.18  0.048
C 3.58 1.48 2.01  0.095
C 3.67 0.98 3.30  0.002
C 2.68 0.14 3.79  0.115
C 1.58 -0.18 2.96  0.019
C 1.43 0.29 1.68  0.073
H 4.04 4.10 -3.53  -0.002
H 2.51 3.99 -5.50  0.007
H 0.40 2.71 -5.34  -0.002
H -0.20 1.50 -3.25  0.003
H 4.36 2.14 1.64  0.012
H 4.53 1.23 3.91  -0.004
H 2.75 -0.27 4.80  0.010
H 0.82 -0.83 3.38  -0.002
C -2.95 -2.50 0.95  0.000
O -3.06 -1.10 0.75  0.002
C -2.48 -0.52 -0.40  0.007
C -2.65 -1.43 -1.61  0.001
H -2.02 -2.88 0.51  0.000
H -3.80 -3.04 0.52  0.000
H -2.92 -2.67 2.03  0.000
H -3.73 -1.68 -1.68  0.000
H -2.10 -2.38 -1.63  0.000
H -2.37 -0.87 -2.51  0.000

Net charge = -2
Gap between HOMO and LUMO (alpha / beta) = 0.126 / 0.142 hartree
Multiplicity = 2
Energy relative to the best compared isomer or geometry (same formula, charge and spin) = 0.3778 eV